Version a
21
Properties=species:S:1:pos:R:3 method="wB97M-V/def2-TZVPD" multiplicity=1 e_homo_ev=-7.93 lumo_ev=-0.10
C -1.476 -0.957 -0.166
H -0.556 2.634 1.417
O -0.791 -2.058 -2.054
C 0.452 1.059 0.402
C -0.723 1.691 0.965
C 0.333 -0.105 -0.212
H -3.315 -0.392 0.918
H -2.983 0.290 -0.668
N 1.294 -0.875 -0.821
C -2.002 1.363 0.935
O -2.331 -0.617 -2.276
H 2.831 -0.545 -2.360
H -1.127 -1.783 0.366
N -1.528 -1.231 -1.567
H 3.321 -0.063 -0.851
C 2.394 -0.100 -1.475
H 1.989 0.874 -1.713
H 0.913 -1.635 -1.384
H 1.420 1.377 0.751
H -2.736 1.944 1.516
C -2.448 0.039 0.329


Version b
21
Properties=species:S:1:pos:R:3 method="wB97M-V/def2-TZVPD" multiplicity=1 e_homo_ev=-7.25 lumo_ev=0.36 smiles="C[N@@H+]1C=CC=C([O-])C(=O)[C@H]1N"
O -0.784 -1.819 1.870
H -1.495 0.284 0.636
C -0.474 0.351 0.939
C 0.863 -2.070 0.107
C -0.169 -1.247 1.043
H 0.445 2.853 -1.192
C -0.442 -1.188 -1.783
H 1.126 0.546 -0.274
O 1.789 -2.667 0.615
H -1.092 0.880 -1.998
N 0.154 0.894 -0.343
H -0.811 -1.589 -2.665
H -0.191 0.578 3.050
H 1.058 0.537 2.187
C 0.055 2.310 -0.313
H 0.599 2.608 0.608
C -0.596 0.158 -1.427
C 0.326 -2.126 -1.175
H 0.500 -2.972 -1.873
H -0.996 2.660 -0.161
N 0.136 1.020 2.148


Version c
21
Properties=species:S:1:pos:R:3 method="wB97M-V/def2-TZVPD" multiplicity=1 e_homo_ev=-7.72 lumo_ev=0.73
N -1.647 0.746 0.050
C 2.025 1.285 0.641
H 1.806 1.152 -2.387
N -0.609 -0.858 1.391
H 2.237 2.217 1.098
C 1.719 0.535 -0.372
H -2.697 -2.185 0.350
H 2.667 -0.776 1.192
H 0.422 0.130 -1.975
H -2.852 -1.104 -1.054
C 1.485 0.296 -1.797
H 0.875 -1.157 2.648
O -2.504 1.194 -0.742
C 1.779 -0.187 0.954
H -1.379 2.565 0.558
C 0.612 -0.716 1.687
H 2.026 -0.593 -2.122
O -0.947 1.728 0.799
C -1.401 -0.495 0.357
C -2.154 -1.568 -0.363
H -1.464 -2.210 -0.911


Top of the stability list: version b, leading by 0.0555 hartree.


Version a
7
Properties=species:S:1:pos:R:3 method="wB97M-V/def2-TZVPD" multiplicity=1 e_homo_ev=-10.66 lumo_ev=0.32 smiles="N#C/C=C/F"
N -2.338 -0.438 -0.077
F 2.201 -0.179 -0.038
C 0.850 -0.368 -0.085
H 0.039 1.619 0.083
C -1.332 0.124 0.028
C -0.021 0.597 -0.086
H 0.600 -1.355 0.174


Version b
7
Properties=species:S:1:pos:R:3 method="wB97M-V/def2-TZVPD" multiplicity=1 e_homo_ev=-11.37 lumo_ev=-0.90 smiles=C#CC#N.F
H 2.464 -0.659 -1.137
H -2.621 -0.018 -0.718
C -0.557 0.198 0.383
C 0.517 -0.189 -0.295
N -1.736 0.379 0.589
F -2.741 -0.593 -1.359
C 1.696 -0.357 -0.575


Top of the stability list: version a, leading by 0.0674 hartree.


Version a
10
Properties=species:S:1:pos:R:3 method="wB97M-V/def2-TZVPD" multiplicity=1 e_homo_ev=-9.20 lumo_ev=0.94 smiles="[H]/N=C(/C)N"
H 0.498 1.839 0.026
H 1.919 0.834 -0.129
C -1.252 -0.168 0.010
N 0.909 0.902 0.038
H -1.623 0.893 -0.175
N 0.825 -1.451 0.019
H -1.630 -0.498 0.992
H -1.725 -0.772 -0.790
H 1.819 -1.275 -0.005
C 0.259 -0.305 0.015


Version b
10
Properties=species:S:1:pos:R:3 method="wB97M-V/def2-TZVPD" multiplicity=1 e_homo_ev=-9.03 lumo_ev=0.85
N -0.479 -0.722 0.723
H -2.263 0.586 0.477
C -1.469 0.034 -0.031
H -1.577 -0.305 -1.035
H 0.916 -0.470 -1.189
H 1.799 1.116 -0.929
C 1.350 0.266 -0.385
N 0.276 0.511 0.496
H -0.773 -0.902 1.707
H 2.220 -0.115 0.166


Top of the stability list: version a, leading by 0.1464 hartree.


Version a
48
Properties=species:S:1:pos:R:3 method="wB97M-V/def2-TZVPD" multiplicity=1 e_homo_ev=-10.45 lumo_ev=0.48 smiles=ClCCCl.ClCCCl.ClCCCl.ClCCCl.ClCCCl.ClCCCl
H 0.807 -2.299 2.288
H 2.120 -4.207 1.271
C 4.066 -3.172 -1.361
Cl 2.059 4.489 -1.086
Cl -1.471 5.082 -0.178
Cl 4.726 -3.204 -4.021
C -3.109 -2.123 -0.864
Cl -4.708 4.542 0.577
Cl -1.034 1.133 0.770
C -1.611 -2.198 -1.238
Cl 0.789 -3.084 4.522
C 2.156 -4.034 2.346
H -1.559 -2.483 -2.288
C 0.879 -3.274 2.770
C 4.651 -3.992 -2.470
Cl -0.806 -3.467 -0.195
C 0.680 1.574 0.824
H 1.528 6.737 -1.709
H -4.242 2.629 -0.801
H 0.558 5.965 0.667
H -0.072 -3.769 2.573
H 0.784 2.397 0.117
C -4.438 2.840 0.250
H 1.329 -0.211 -0.451
H -1.240 -1.178 -1.141
H -3.436 -3.157 -0.756
H 4.680 -2.273 -1.310
H 4.076 -3.682 -0.398
H 0.947 1.966 1.805
C 1.514 0.319 0.483
H 5.680 -4.223 -2.194
H 1.478 -0.424 1.279
C -5.530 1.928 0.802
Cl -7.090 2.197 0.005
H 0.340 5.666 -2.383
H -3.608 -1.602 -1.681
C 0.926 5.857 -1.484
H 2.239 -5.018 2.808
H -5.786 1.929 1.861
Cl -3.285 -1.437 0.752
C -0.044 6.131 -0.226
Cl 3.645 -3.055 2.544
Cl 3.159 1.003 0.314
H -5.277 0.902 0.531
H 4.069 -4.889 -2.679
Cl 2.396 -2.622 -1.724
H -0.430 7.147 -0.303
H -3.505 2.647 0.780


Version b
48
Properties=species:S:1:pos:R:3 method="wB97M-V/def2-TZVPD" multiplicity=1 e_homo_ev=-10.75 lumo_ev=0.15 smiles=ClCCCl.ClCCCl.ClCCCl.ClCCCl.ClCCCl.ClCCCl
Cl 4.508 26.730 9.310
C 15.485 25.008 11.910
H 8.191 24.450 16.672
H 2.541 28.717 9.704
C 9.128 24.098 17.102
Cl 11.050 27.683 0.675
Cl 11.750 23.695 16.550
H 14.230 26.561 12.841
H 9.095 23.008 17.091
Cl 3.413 30.899 10.257
H 16.347 24.926 12.572
H 9.904 24.193 15.132
C 12.063 25.187 0.604
H 10.716 31.705 10.351
C 11.216 31.738 9.383
H 13.901 26.313 11.249
Cl 13.674 32.734 10.430
Cl 10.405 24.404 10.042
H 9.136 24.633 8.105
C 9.688 25.357 8.705
C 14.760 26.320 11.920
H 13.363 26.956 0.427
Cl 9.345 24.651 18.767
H 5.649 28.819 9.845
H 10.927 32.646 8.853
H 3.449 28.778 11.239
H 12.803 30.537 10.077
H 14.794 24.200 12.151
Cl 10.784 24.314 -0.258
C 12.726 31.458 9.499
H 4.741 28.887 8.456
C 4.656 28.548 9.488
C 10.853 25.720 7.767
H 11.785 25.257 1.656
H 12.397 26.559 -0.997
C 3.395 29.159 10.218
Cl 15.773 24.563 10.156
H 11.629 24.969 7.625
H 9.064 26.180 9.053
C 10.207 24.472 16.142
C 12.394 26.587 0.092
H 12.891 24.487 0.490
H 11.412 26.590 8.112
Cl 15.861 27.635 11.491
Cl 10.427 30.430 8.398
H 10.344 25.551 16.069
H 13.138 31.129 8.546
Cl 10.156 26.172 6.188


Top of the stability list: version a, leading by 0.0242 hartree.


Version a
17
Properties=species:S:1:pos:R:3 method="wB97M-V/def2-TZVPD" multiplicity=1 e_homo_ev=-9.80 lumo_ev=0.64 smiles="C[C@@H](O)[C@@H](N)C(=O)O"
H 1.827 0.054 -0.967
C -0.018 -0.621 -0.374
O -0.881 0.745 -2.142
N 1.229 -0.749 -1.066
H -0.856 -0.698 2.742
C -0.042 1.887 -0.172
H -1.773 0.620 -0.332
H 1.050 1.770 -0.226
C -0.769 0.664 -0.736
O -1.013 -0.566 1.795
H -0.277 2.777 -0.758
H -0.300 2.066 0.868
H -0.620 -1.498 -0.622
H 0.018 0.668 -2.497
H 1.666 -1.637 -0.877
O 1.180 -1.007 1.685
C 0.142 -0.742 1.137


Version b
17
Properties=species:S:1:pos:R:3 method="wB97M-V/def2-TZVPD" multiplicity=1 e_homo_ev=-9.29 lumo_ev=0.69 smiles="CONC(=O)[C@@H](C)O"
H -1.283 0.798 -1.964
H -0.026 -1.277 -2.595
C -0.841 0.155 -1.199
N 1.251 0.402 0.123
H -1.611 -1.711 -1.924
C -0.638 -1.273 -1.697
H -0.152 -1.872 -0.929
C 0.646 0.786 -0.995
O 1.132 1.459 -1.875
O 0.538 -0.387 1.271
H 0.134 -0.290 3.237
H -1.202 -0.345 0.615
H 1.438 0.796 2.721
H -0.264 1.206 2.336
H 2.039 0.923 0.489
O -1.617 0.240 -0.060
C 0.456 0.390 2.447


Top of the stability list: version a, leading by 0.1059 hartree.


Version a
17
Properties=species:S:1:pos:R:3 method="wB97M-V/def2-TZVPD" multiplicity=1 e_homo_ev=-9.92 lumo_ev=0.52 smiles="O=CCCNC=O.O"
C -0.454 1.179 1.014
C -0.748 -1.744 0.264
H 0.655 1.042 -0.648
H -2.491 -0.914 -0.917
O 3.316 2.008 0.128
O -1.730 -2.401 -1.849
H -0.929 0.759 1.915
C -1.634 -1.627 -0.922
H 1.156 -1.204 1.105
H 1.094 -1.269 -0.686
H 2.741 1.913 0.919
C 0.592 -0.936 0.208
H -1.306 -1.190 1.011
O -0.540 2.389 0.912
H -0.533 -2.806 0.446
N 0.272 0.470 0.087
H 3.070 2.844 -0.228


Version b
17
Properties=species:S:1:pos:R:3 method="wB97M-V/def2-TZVPD" multiplicity=1 e_homo_ev=-10.08 lumo_ev=0.83 smiles="CC(=O)O[C@@H](C)ON"
O -1.651 -0.267 -1.004
H 1.423 2.216 -1.086
O 2.130 0.021 0.906
C 1.332 0.797 0.467
N -2.653 -0.229 -0.009
C -0.364 -0.562 -0.557
H 0.244 -0.487 -1.471
H 0.957 2.895 0.465
O 0.005 0.503 0.330
C -0.191 -1.943 0.063
H -2.754 -1.163 0.388
H -2.342 0.409 0.721
H -0.532 -2.692 -0.647
H 2.663 2.447 0.176
H -0.753 -2.030 0.990
C 1.626 2.186 -0.016
H 0.861 -2.101 0.285


Version c
17
Properties=species:S:1:pos:R:3 method="wB97M-V/def2-TZVPD" multiplicity=1 e_homo_ev=-9.32 lumo_ev=0.27
C 2.096 -0.147 0.965
H 3.159 -0.348 0.894
H -0.242 1.646 1.288
H 0.249 2.451 -0.225
H 0.072 -0.883 0.488
H -2.965 -1.217 0.004
O 1.678 -1.086 -1.152
C 1.244 -0.482 -0.014
N -2.031 -1.618 -0.060
H 0.982 -0.973 -1.824
O -1.193 -0.670 0.594
C -0.420 0.459 -0.487
O -0.637 0.231 -1.650
H -1.775 -1.588 -1.052
H 1.722 0.290 1.880
H -1.475 2.167 0.120
C -0.465 1.767 0.232


Top of the stability list: version a, leading by 0.0280 hartree.